No. 1
C4H7NO | the ωB97M-V functional and the def2-TZVPD basis

Cartesian coordinates (Å):
C  0.920  0.211  -0.542
C  0.295  -1.189  -0.219
C  -1.029  -0.494  0.055
H  0.225  -1.833  -1.099
O  1.866  0.726  0.344
N  -0.762  0.525  1.080
H  0.764  -1.722  0.612
H  1.337  0.909  1.140
H  -1.662  0.947  1.312
H  1.339  0.257  -1.551
H  -0.808  1.769  -0.761
H  -2.019  -0.934  -0.028
C  -0.467  0.828  -0.343

The SMILES is O[C@H]1C[C@H]2N[C@@H]12. The net charge is 0. Its LUMO energy is 1.0 eV. The calculation puts the HOMO energy at -9.4 eV. The value obtained for the gap between HOMO and LUMO is 0.383 Ha. The calculation puts the energy relative to the best compared isomer or geometry (same formula, charge and spin) at 261.2 kJ/mol. As for the maximum force: 0.52 eV/A.

=====

No. 2
C4H7NO | the ωB97M-V functional and the def2-TZVPD basis

Cartesian coordinates (Å):
H  -2.465  1.072  -0.010
C  1.615  0.850  -0.343
N  -1.522  -1.187  -0.220
H  -0.170  1.131  -0.903
H  0.857  -1.101  -0.733
C  -1.755  0.273  0.142
C  -0.965  -0.381  0.906
H  -2.302  -1.724  0.181
C  1.626  -0.483  -0.266
H  2.410  1.460  0.082
O  0.664  1.627  -0.928
H  2.426  -0.981  0.276
H  -0.418  -0.555  1.817

The SMILES is C1=CN1.C=CO. The net charge is 0. Its LUMO energy is 1.0 eV. The calculation puts the HOMO energy at -8.7 eV. The value obtained for the gap between HOMO and LUMO is 0.356 Ha. The calculation puts the energy relative to the best compared isomer or geometry (same formula, charge and spin) at 518.7 kJ/mol. As for the maximum force: 0.73 eV/A.

=====

- Look up the LUMO energy of the first one.
  1.0 eV